{
  "formula": "C48H60N3O4PSSeSn",
  "method": "ωB97M-V/def2-TZVPD",
  "gap_ev": 7.470,
  "total_charge": 0,
  "total_energy_ha": -5685.6727,
  "e_above_lowest_ev": 0.872,
  "spin_multiplicity": 1,
  "species": ["Sn", "C", "C", "C", "C", "C", "C", "C", "Se", "C", "C", "C", "C", "C", "C", "O", "C", "C", "C", "C", "C", "C", "C", "C", "C", "O", "C", "C", "C", "C", "C", "C", "H", "H", "H", "H", "H", "H", "H", "H", "H", "H", "H", "H", "H", "H", "H", "H", "H", "H", "H", "H", "H", "H", "H", "H", "H", "H", "H", "H", "H", "H", "H", "H", "H", "H", "H", "H", "H", "H", "H", "H", "N", "N", "C", "N", "S", "H", "H", "H", "H", "H", "O", "C", "O", "P", "C", "C", "C", "C", "C", "C", "C", "C", "C", "C", "C", "C", "C", "C", "C", "C", "C", "C", "H", "H", "H", "H", "H", "H", "H", "H", "H", "H", "H", "H", "H", "H", "H"],
  "coordinates": [[-0.240, -1.587, 0.666], [-3.635, 5.346, 1.448], [-4.613, 4.268, 0.982], [-5.773, 4.206, 1.982], [-5.154, 4.668, -0.398], [-3.944, 2.901, 0.883], [-2.598, 2.689, 1.116], [-2.044, 1.423, 0.994], [-0.144, 1.300, 1.256], [0.395, 1.674, -0.542], [0.642, 2.994, -0.889], [1.039, 3.323, -2.173], [1.188, 2.265, -3.068], [0.964, 0.928, -2.767], [0.533, 0.611, -1.453], [0.305, -0.637, -1.096], [1.196, -0.083, -3.906], [2.637, 0.070, -4.421], [0.213, 0.232, -5.044], [1.013, -1.561, -3.546], [1.300, 4.753, -2.633], [0.325, 5.107, -3.765], [2.740, 4.878, -3.146], [1.106, 5.761, -1.500], [-2.802, 0.286, 0.656], [-2.263, -0.922, 0.591], [-4.178, 0.497, 0.378], [-4.684, 1.783, 0.512], [-5.183, -0.562, -0.119], [-5.644, -0.166, -1.531], [-6.399, -0.600, 0.823], [-4.662, -1.999, -0.207], [-4.153, 6.304, 1.518], [-3.221, 5.116, 2.431], [-2.806, 5.468, 0.748], [-6.253, 5.183, 2.067], [-6.533, 3.487, 1.675], [-5.417, 3.913, 2.971], [-5.587, 5.669, -0.363], [-4.355, 4.664, -1.141], [-5.928, 3.978, -0.736], [-1.945, 3.508, 1.385], [0.516, 3.756, -0.132], [1.499, 2.502, -4.078], [2.843, 1.071, -4.802], [3.353, -0.140, -3.625], [2.818, -0.638, -5.233], [0.349, 1.240, -5.437], [0.354, -0.472, -5.867], [-0.816, 0.144, -4.693], [1.698, -1.880, -2.762], [0.004, -1.785, -3.211], [1.222, -2.150, -4.443], [0.487, 4.476, -4.640], [-0.707, 4.971, -3.441], [0.456, 6.146, -4.073], [2.917, 4.231, -4.005], [2.947, 5.906, -3.453], [3.452, 4.603, -2.367], [0.084, 5.747, -1.118], [1.783, 5.566, -0.667], [1.310, 6.768, -1.867], [-5.736, 1.928, 0.303], [-6.072, 0.835, -1.556], [-4.802, -0.186, -2.226], [-6.401, -0.867, -1.890], [-6.961, 0.333, 0.817], [-7.081, -1.397, 0.520], [-6.083, -0.791, 1.850], [-3.763, -2.083, -0.812], [-4.460, -2.388, 0.792], [-5.448, -2.617, -0.650], [-2.213, -3.729, 1.049], [-2.347, -4.852, 0.249], [-1.542, -5.035, -0.824], [-1.867, -6.104, -1.585], [-0.257, -4.056, -1.241], [-2.232, -3.976, 2.027], [-2.889, -3.005, 0.821], [-3.204, -5.384, 0.304], [-2.549, -6.783, -1.295], [-1.258, -6.325, -2.352], [-1.852, -0.347, 4.026], [-0.782, -0.568, 3.753], [1.784, -3.397, 2.065], [3.186, -2.992, 2.342], [3.525, -1.273, 1.890], [3.953, -0.307, 2.792], [4.131, 1.008, 2.378], [3.895, 1.357, 1.059], [3.488, 0.392, 0.144], [3.301, -0.914, 0.558], [3.618, -3.171, 4.086], [2.809, -2.528, 5.025], [3.029, -2.714, 6.378], [4.052, -3.551, 6.808], [4.850, -4.202, 5.882], [4.632, -4.015, 4.523], [4.376, -3.956, 1.390], [3.912, -5.090, 0.733], [4.776, -5.828, -0.063], [6.096, -5.432, -0.208], [6.561, -4.294, 0.441], [5.701, -3.555, 1.234], [4.146, -0.571, 3.824], [4.453, 1.757, 3.089], [4.026, 2.381, 0.735], [3.302, 0.667, -0.886], [2.977, -1.660, -0.160], [1.998, -1.892, 4.689], [2.399, -2.213, 7.101], [4.222, -3.697, 7.866], [5.642, -4.861, 6.214], [5.253, -4.532, 3.804], [2.870, -5.365, 0.835], [4.413, -6.707, -0.580], [6.765, -6.004, -0.839], [7.589, -3.979, 0.317], [6.057, -2.658, 1.728]]
}

***

{
  "formula": "C48H61CaN5",
  "method": "ωB97M-V/def2-TZVPD",
  "gap_ev": [3.110, 3.109],
  "total_charge": -2,
  "total_energy_ha": -2817.0647,
  "spin_multiplicity": 1,
  "species": ["Ca", "C", "C", "C", "C", "C", "C", "C", "N", "C", "C", "C", "C", "C", "C", "C", "C", "C", "C", "N", "C", "C", "C", "N", "C", "C", "C", "C", "C", "C", "C", "C", "C", "C", "C", "C", "C", "C", "N", "C", "C", "H", "H", "H", "H", "H", "H", "H", "H", "H", "H", "H", "H", "H", "H", "H", "H", "H", "H", "H", "H", "H", "H", "H", "H", "H", "H", "H", "H", "H", "H", "H", "H", "H", "H", "H", "H", "H", "H", "H", "H", "H", "H", "H", "H", "C", "C", "C", "C", "C", "C", "C", "C", "C", "C", "C", "C", "N", "H", "H", "H", "H", "H", "H", "H", "H", "H", "H", "H", "H", "H", "H", "H", "H", "H"],
  "coordinates": [[13.858, 10.555, 10.752], [19.715, 12.311, 9.455], [19.128, 13.018, 10.651], [18.040, 12.269, 11.298], [18.069, 11.364, 12.299], [19.375, 10.762, 12.851], [19.742, 9.507, 12.057], [16.677, 10.917, 12.489], [15.840, 11.551, 11.575], [16.622, 12.405, 10.896], [16.122, 13.263, 9.917], [14.783, 13.565, 9.621], [14.280, 14.731, 8.879], [15.061, 15.821, 8.273], [15.440, 15.566, 6.796], [12.895, 14.601, 8.898], [12.639, 13.387, 9.675], [11.319, 12.853, 9.912], [10.878, 11.878, 10.760], [11.678, 11.115, 11.584], [10.905, 10.456, 12.429], [11.428, 9.618, 13.391], [12.807, 9.378, 13.724], [13.870, 9.925, 13.141], [15.041, 9.431, 13.713], [16.294, 9.979, 13.493], [14.637, 8.461, 14.720], [13.257, 8.416, 14.722], [12.323, 7.499, 15.468], [12.056, 6.249, 14.641], [15.546, 7.674, 15.588], [16.187, 6.543, 14.841], [9.485, 10.746, 12.147], [9.481, 11.589, 11.104], [8.245, 12.179, 10.530], [7.567, 11.357, 9.463], [8.256, 10.114, 12.842], [7.998, 8.604, 12.450], [13.738, 12.872, 10.133], [11.922, 15.455, 8.040], [11.787, 14.717, 6.715], [20.305, 12.963, 8.811], [18.935, 11.760, 8.922], [20.356, 11.540, 9.821], [18.699, 13.981, 10.386], [19.857, 13.198, 11.490], [19.205, 10.487, 13.914], [20.203, 11.470, 12.873], [18.896, 8.843, 11.937], [20.574, 8.936, 12.469], [20.014, 9.799, 11.006], [16.844, 13.924, 9.436], [15.943, 15.948, 8.853], [14.587, 16.813, 8.353], [15.965, 14.623, 6.800], [16.049, 16.441, 6.404], [14.548, 15.402, 6.196], [10.547, 13.152, 9.213], [10.727, 8.988, 14.000], [17.116, 9.522, 13.997], [11.382, 7.977, 15.797], [12.714, 7.157, 16.430], [11.651, 6.549, 13.664], [11.351, 5.635, 15.170], [12.993, 5.640, 14.473], [15.045, 7.393, 16.521], [16.260, 8.451, 15.857], [15.370, 5.765, 14.650], [17.052, 6.097, 15.354], [16.538, 6.877, 13.870], [8.468, 13.170, 10.121], [7.488, 12.439, 11.318], [8.216, 11.257, 8.633], [6.715, 11.851, 9.030], [7.214, 10.427, 9.786], [7.350, 10.632, 12.468], [8.333, 10.034, 13.903], [7.977, 8.496, 11.340], [7.088, 8.278, 12.838], [8.853, 8.009, 12.780], [12.340, 16.463, 7.962], [10.914, 15.621, 8.433], [12.679, 14.639, 6.109], [10.981, 15.155, 6.123], [11.527, 13.678, 6.871], [10.779, 8.966, 8.208], [11.297, 7.637, 8.830], [11.105, 7.596, 10.343], [12.637, 7.056, 8.458], [12.735, 5.752, 8.108], [13.957, 5.059, 7.748], [15.088, 5.865, 7.700], [15.085, 7.227, 8.014], [16.395, 7.948, 8.089], [16.519, 9.196, 7.161], [16.770, 8.315, 9.572], [13.848, 7.837, 8.624], [13.815, 8.975, 9.269], [9.933, 9.283, 8.794], [10.418, 8.799, 7.197], [11.467, 9.813, 8.274], [10.560, 6.901, 8.442], [11.775, 8.224, 10.919], [11.157, 6.571, 10.812], [10.056, 7.874, 10.566], [11.787, 5.158, 8.060], [14.024, 3.985, 7.496], [16.055, 5.461, 7.366], [17.170, 7.264, 7.678], [15.704, 9.968, 7.270], [16.471, 8.904, 6.139], [17.489, 9.636, 7.320], [16.017, 9.002, 10.018], [17.819, 8.680, 9.618], [16.785, 7.380, 10.133]]
}

***

{
  "formula": "C48H61N4O2PbSe",
  "method": "ωB97M-V/def2-TZVPD",
  "gap_ev": 5.947,
  "total_charge": 1,
  "total_energy_ha": -4829.2680,
  "spin_multiplicity": 1,
  "species": ["Pb", "C", "C", "C", "C", "C", "C", "C", "Se", "C", "C", "C", "C", "C", "C", "O", "C", "C", "C", "C", "C", "C", "C", "C", "C", "O", "C", "C", "C", "C", "C", "C", "H", "H", "H", "H", "H", "H", "H", "H", "H", "H", "H", "H", "H", "H", "H", "H", "H", "H", "H", "H", "H", "H", "H", "H", "H", "H", "H", "H", "H", "H", "H", "H", "H", "H", "H", "H", "H", "H", "H", "H", "C", "N", "C", "C", "C", "C", "C", "C", "C", "C", "H", "H", "H", "H", "H", "H", "H", "H", "H", "H", "H", "H", "C", "C", "C", "C", "C", "C", "N", "N", "C", "C", "C", "C", "C", "N", "H", "H", "H", "H", "H", "H", "H", "H", "H"],
  "coordinates": [[-2.007, 0.417, 1.287], [3.233, -2.933, -3.855], [1.951, -2.731, -4.671], [1.207, -4.069, -4.811], [2.329, -2.242, -6.070], [1.038, -1.742, -3.941], [0.596, -2.025, -2.657], [-0.248, -1.155, -1.987], [-0.710, -1.772, -0.203], [0.946, -1.574, 0.753], [1.929, -2.546, 0.549], [3.113, -2.490, 1.247], [3.258, -1.433, 2.156], [2.297, -0.469, 2.409], [1.064, -0.538, 1.696], [0.092, 0.329, 1.958], [2.540, 0.628, 3.462], [2.411, 2.021, 2.821], [3.939, 0.538, 4.067], [1.520, 0.478, 4.605], [4.248, -3.500, 1.065], [4.617, -4.121, 2.420], [3.860, -4.631, 0.113], [5.473, -2.776, 0.484], [-0.737, -0.010, -2.603], [-1.635, 0.766, -1.874], [-0.372, 0.281, -3.934], [0.551, -0.585, -4.531], [-0.932, 1.434, -4.803], [-0.512, 1.289, -6.272], [-2.464, 1.403, -4.804], [-0.414, 2.808, -4.324], [3.917, -3.599, -4.388], [3.019, -3.378, -2.882], [3.741, -1.980, -3.688], [1.833, -4.794, -5.338], [0.282, -3.935, -5.379], [0.946, -4.491, -3.837], [2.982, -2.977, -6.543], [2.866, -1.291, -6.033], [1.448, -2.124, -6.706], [0.911, -2.930, -2.158], [1.743, -3.346, -0.154], [4.184, -1.380, 2.713], [3.164, 2.148, 2.036], [2.573, 2.795, 3.579], [1.426, 2.162, 2.383], [4.716, 0.625, 3.303], [4.087, -0.395, 4.617], [4.074, 1.361, 4.772], [0.500, 0.515, 4.225], [1.650, 1.284, 5.334], [1.666, -0.476, 5.121], [3.744, -4.592, 2.879], [5.007, -3.376, 3.117], [5.388, -4.884, 2.285], [2.971, -5.163, 0.464], [4.678, -5.351, 0.053], [3.674, -4.257, -0.895], [5.817, -1.979, 1.148], [5.229, -2.328, -0.483], [6.299, -3.478, 0.340], [0.882, -0.351, -5.529], [-0.752, 0.302, -6.674], [0.553, 1.485, -6.421], [-1.062, 2.027, -6.858], [-2.828, 0.467, -5.237], [-2.849, 2.230, -5.406], [-2.867, 1.492, -3.808], [0.627, 2.745, -3.998], [-1.004, 3.214, -3.503], [-0.462, 3.524, -5.148], [-5.116, 2.334, 0.625], [-4.192, 1.785, -0.362], [-4.882, 0.840, -1.232], [-3.514, 2.858, -1.109], [-2.012, 2.924, -0.918], [-1.462, 4.085, -0.386], [-0.091, 4.250, -0.225], [0.762, 3.216, -0.563], [0.246, 2.042, -1.097], [-1.120, 1.913, -1.299], [-5.939, 2.900, 0.160], [-4.579, 2.997, 1.308], [-5.551, 1.522, 1.211], [-5.689, 1.318, -1.810], [-5.325, 0.047, -0.625], [-4.176, 0.386, -1.923], [-3.912, 3.822, -0.782], [-3.750, 2.778, -2.168], [-2.131, 4.890, -0.101], [0.305, 5.182, 0.160], [1.831, 3.315, -0.423], [0.906, 1.231, -1.385], [-1.441, 4.850, 5.169], [-2.420, 4.133, 5.856], [-2.785, 2.873, 5.430], [-2.174, 2.334, 4.295], [-1.189, 3.045, 3.613], [-0.820, 4.303, 4.057], [-2.500, 1.061, 3.766], [-3.290, 0.385, 4.417], [-3.646, -0.878, 3.875], [-4.389, -1.698, 4.703], [-4.811, -2.930, 4.229], [-4.483, -3.299, 2.938], [-3.728, -2.425, 2.175], [-3.316, -1.239, 2.628], [-1.160, 5.838, 5.510], [-2.893, 4.563, 6.729], [-3.530, 2.295, 5.959], [-0.698, 2.597, 2.756], [-0.045, 4.852, 3.538], [-4.615, -1.353, 5.703], [-5.389, -3.592, 4.860], [-4.802, -4.243, 2.520], [-3.435, -2.677, 1.162]]
}

***

{
  "formula": "C48H62AsBaN5O6P2Si2Te",
  "method": "ωB97M-V/def2-TZVPD",
  "gap_ev": 4.625,
  "total_charge": -2,
  "total_energy_ha": -6382.8310,
  "e_above_lowest_ev": 0.436,
  "spin_multiplicity": 1,
  "species": ["Ba", "O", "C", "O", "C", "C", "C", "N", "C", "C", "C", "C", "C", "C", "C", "N", "C", "C", "C", "C", "C", "N", "H", "H", "H", "H", "H", "H", "H", "H", "H", "H", "N", "C", "C", "C", "N", "H", "H", "H", "H", "H", "H", "H", "H", "H", "H", "O", "C", "C", "C", "C", "C", "C", "C", "P", "C", "C", "C", "C", "C", "C", "C", "C", "C", "C", "C", "C", "H", "H", "H", "H", "H", "H", "H", "H", "H", "H", "H", "H", "H", "H", "C", "C", "O", "P", "O", "Te", "O", "C", "C", "H", "H", "H", "H", "H", "H", "H", "H", "H", "H", "C", "Si", "C", "C", "As", "Si", "C", "C", "C", "H", "H", "H", "H", "H", "H", "H", "H", "H", "H", "H", "H", "H", "H", "H", "H", "H", "H"],
  "coordinates": [[1.824, -0.728, -1.114], [1.408, -1.475, 6.532], [0.990, -2.336, 5.738], [0.515, -3.470, 5.943], [1.162, -1.974, 4.237], [0.815, -2.884, 3.254], [1.067, -2.593, 1.922], [1.639, -1.430, 1.559], [1.949, -0.525, 2.495], [1.712, -0.773, 3.846], [2.747, 0.682, 2.097], [3.609, 1.234, 3.051], [4.456, 2.259, 2.683], [4.455, 2.703, 1.369], [3.596, 2.083, 0.483], [2.773, 1.096, 0.828], [0.747, -3.611, 0.871], [0.445, -4.927, 1.237], [0.122, -5.845, 0.257], [0.106, -5.453, -1.072], [0.434, -4.142, -1.358], [0.758, -3.256, -0.417], [0.359, -3.800, 3.598], [1.930, -0.055, 4.623], [3.613, 0.867, 4.064], [5.121, 2.702, 3.414], [5.107, 3.500, 1.038], [3.580, 2.369, -0.564], [0.465, -5.230, 2.271], [-0.117, -6.865, 0.532], [-0.158, -6.138, -1.866], [0.437, -3.771, -2.377], [1.492, 1.892, -2.693], [0.741, 2.164, -3.921], [-0.470, 3.055, -3.675], [-1.681, 2.441, -2.960], [-1.596, 2.138, -1.551], [1.714, 2.757, -2.211], [2.380, 1.456, -2.933], [0.418, 1.206, -4.338], [1.375, 2.653, -4.674], [-0.818, 3.408, -4.654], [-0.143, 3.952, -3.131], [-1.964, 1.514, -3.471], [-2.518, 3.135, -3.109], [-1.030, 1.317, -1.369], [-1.260, 2.901, -0.975], [-0.226, -0.833, -2.670], [-1.385, -1.099, -2.279], [-2.079, -2.268, -2.939], [-1.935, -2.743, -4.231], [-2.761, -3.772, -4.677], [-3.694, -4.331, -3.814], [-3.829, -3.861, -2.507], [-3.036, -2.808, -2.074], [-3.008, -1.991, -0.404], [-4.000, -0.476, -0.680], [-3.913, 0.524, 0.284], [-4.610, 1.715, 0.136], [-5.403, 1.920, -0.982], [-5.490, 0.931, -1.954], [-4.794, -0.259, -1.804], [-4.297, -3.077, 0.390], [-5.654, -2.780, 0.504], [-6.525, -3.657, 1.140], [-6.055, -4.852, 1.667], [-4.704, -5.159, 1.566], [-3.837, -4.273, 0.944], [-1.179, -2.305, -4.876], [-2.680, -4.140, -5.695], [-4.335, -5.133, -4.162], [-4.561, -4.311, -1.847], [-3.254, 0.394, 1.134], [-4.496, 2.494, 0.880], [-5.934, 2.856, -1.108], [-6.095, 1.092, -2.840], [-4.855, -1.019, -2.574], [-6.031, -1.851, 0.094], [-7.575, -3.403, 1.226], [-6.734, -5.533, 2.167], [-4.323, -6.080, 1.991], [-2.776, -4.502, 0.893], [5.361, -0.220, -7.100], [5.406, -1.074, -5.853], [4.784, -0.341, -4.795], [4.784, -0.958, -3.301], [4.012, 0.022, -2.464], [4.022, -3.182, -3.216], [6.346, -0.912, -2.901], [6.893, 0.347, -2.469], [6.906, 0.427, -0.958], [5.798, -0.761, -7.941], [5.917, 0.707, -6.953], [4.329, 0.032, -7.346], [6.436, -1.314, -5.575], [4.868, -2.015, -5.996], [6.319, 1.173, -2.894], [7.905, 0.387, -2.876], [5.890, 0.351, -0.571], [7.326, 1.382, -0.634], [7.506, -0.380, -0.537], [-1.099, 2.631, 5.669], [-1.695, 2.120, 3.944], [-3.378, 2.989, 3.728], [-2.084, 0.279, 4.096], [-0.198, 2.438, 2.222], [0.484, 4.542, 2.831], [1.707, 4.641, 4.281], [1.433, 5.343, 1.387], [-0.883, 5.789, 3.263], [-1.843, 2.339, 6.418], [-0.948, 3.710, 5.749], [-0.159, 2.131, 5.912], [-3.825, 3.242, 4.695], [-4.074, 2.326, 3.204], [-3.278, 3.903, 3.141], [-2.744, 0.098, 4.950], [-1.171, -0.299, 4.254], [-2.578, -0.112, 3.204], [2.613, 4.085, 4.027], [1.290, 4.198, 5.187], [1.989, 5.678, 4.499], [2.465, 4.985, 1.359], [1.455, 6.434, 1.490], [0.961, 5.098, 0.432], [-1.463, 5.467, 4.131], [-1.572, 5.887, 2.420], [-0.457, 6.775, 3.480]]
}